Record 1
C26H77N12O13 | ωB97M-V with the def2-TZVPD basis set

ORCA input file:
```
! wB97M-V def2-TZVPD RIJCOSX def2/J DEFGRID3
* xyz -1 1
O -1.084 -0.686 1.571
O -3.638 5.262 -2.305
O -3.754 -0.786 0.610
O -0.603 2.133 3.832
O 0.850 -2.733 3.493
O -1.996 -5.554 0.533
O 2.817 -2.809 -6.023
O -4.420 -2.220 -1.911
O 5.183 3.781 1.438
O 1.736 3.301 -2.557
O -2.869 1.380 5.754
O 5.133 -2.150 0.772
O -1.079 -5.409 -1.962
N 0.673 1.471 -3.165
N 4.236 3.583 -0.474
N -0.057 -3.470 1.655
N -1.168 2.880 -1.082
N -3.795 -0.074 3.560
N 2.686 1.732 -3.773
N 0.255 3.189 1.987
N 0.111 4.231 3.717
N 1.528 -4.619 2.586
N 2.109 -1.189 -3.562
N 3.819 2.203 0.855
N 4.809 -2.531 4.524
C -2.632 4.272 0.404
C -0.381 -0.351 0.413
C 4.474 3.253 0.661
C 4.513 -2.375 2.052
C 3.467 -2.700 -7.307
C -0.158 -1.474 -4.179
C -3.916 5.824 -3.616
C 1.174 -0.174 0.350
C -2.827 1.678 7.082
C 6.655 -3.306 3.085
C -2.417 3.678 -1.038
C 0.748 -3.602 2.643
C 5.467 -2.334 3.181
C -3.776 1.364 3.568
C -4.900 1.799 2.676
C 1.601 -2.031 -5.878
C -2.329 4.742 -2.130
C 1.233 -2.040 -4.372
C -4.273 -0.233 -0.597
C -0.152 3.091 3.214
C 1.687 2.218 -3.064
C 4.217 -1.850 -0.249
C -1.919 -4.353 -1.574
C -3.897 1.918 4.992
C -3.750 -0.981 -1.891
C -2.802 -4.979 -0.491
H -5.328 1.040 2.021
H -2.527 2.725 7.089
H -0.324 -4.341 1.218
H -5.357 -2.200 -2.116
H 1.489 0.157 -0.640
H -3.442 -5.609 -1.109
H -3.376 6.768 -3.698
H -4.941 6.185 -3.709
H 0.627 4.018 1.546
H -0.180 4.436 4.662
H 1.557 -1.178 0.534
H -0.906 -2.223 -4.441
H -1.597 5.522 -1.919
H -2.799 -0.750 0.523
H -2.473 3.604 1.250
H -0.610 -1.045 -0.396
H -0.576 3.462 -0.505
H 0.851 0.504 -3.396
H -0.158 1.673 -2.627
H -1.092 2.109 -0.435
H -4.752 2.621 1.976
H 3.344 -2.503 -0.226
H 0.031 2.381 1.424
H -3.288 3.035 -1.166
H -0.363 -1.206 -3.143
H 0.412 4.970 3.098
H 2.769 -2.831 -8.135
H 7.243 -3.405 3.997
H 2.819 0.752 -3.976
H -2.760 1.571 3.231
H 4.707 -1.822 -1.222
H 3.935 -1.720 -7.397
H 0.799 -2.507 -6.442
H 1.663 -4.969 1.648
H -3.960 0.801 -0.739
H -5.773 2.147 3.228
H -0.382 -0.618 -4.815
H -3.633 4.698 0.469
H -2.013 4.292 -3.071
H 1.233 -3.037 -3.932
H 2.175 -4.745 3.351
H 6.296 -4.333 3.013
H -5.357 -0.197 -0.485
H 4.739 4.395 -0.803
H -3.876 -0.228 2.565
H -0.714 -5.762 -1.147
H -1.310 -3.580 -1.107
H -2.385 -4.050 -2.512
H 1.522 0.511 1.122
H 3.056 -1.250 -3.908
H -4.084 -0.598 -2.855
H -3.834 1.481 7.449
H -3.566 5.129 -4.379
H 3.308 1.756 0.107
H 3.931 1.832 1.788
H 3.475 2.330 -3.976
H -0.839 0.589 0.105
H 3.802 -1.557 2.168
H 7.269 -3.130 2.201
H 5.602 -2.504 5.149
H -2.002 5.134 0.626
H 4.515 -3.491 4.638
H -3.488 -4.298 0.013
H -2.667 -1.094 -1.842
H 3.810 -0.849 -0.107
H 1.824 -1.044 -6.283
H -3.718 2.976 4.799
H -4.825 1.699 5.521
H 2.303 -1.686 -2.705
H 4.259 -3.448 -7.335
H -0.548 -2.599 1.516
H -2.146 1.102 7.710
H -4.668 -0.369 3.974
H 3.974 -3.317 1.951
H 5.827 -1.310 3.076
H -2.415 -6.393 0.739
H 3.295 3.418 -0.802
*
```

=====

Record 2
C17H18AlIN7S2 | ωB97M-V with the def2-TZVPD basis set

ORCA input file:
```
! wB97M-V def2-TZVPD RIJCOSX def2/J DEFGRID3
* xyz 1 1
I 8.090 -7.227 12.386
S 4.713 -12.712 15.839
S 5.303 -14.417 13.113
Al 5.189 -12.206 13.540
N 4.279 -11.135 9.624
N 6.692 -10.950 14.021
N 7.416 -12.948 11.243
N 3.625 -11.086 13.132
N 5.171 -11.447 7.586
N 5.414 -11.862 11.531
N 6.396 -12.109 9.404
C 4.406 -11.277 10.889
C 8.651 -10.477 15.266
C 2.273 -10.159 11.431
C 5.029 -15.121 17.229
C 5.053 -14.490 15.849
C 6.883 -9.825 13.293
C 1.378 -9.710 12.423
C 2.766 -10.677 14.041
C 5.251 -15.130 14.716
C 3.393 -10.799 11.820
C 5.310 -16.654 14.644
C 7.542 -11.289 15.016
C 5.331 -11.546 8.901
C 1.581 -9.961 13.731
C 6.381 -12.325 10.681
C 8.859 -9.357 14.489
C 7.953 -8.975 13.538
H 9.676 -8.715 14.657
H 6.172 -17.041 14.118
H 2.129 -9.925 10.410
H 9.330 -10.795 16.033
H 0.453 -9.245 12.085
H 5.232 -17.183 15.586
H 4.418 -17.001 14.026
H 7.292 -12.125 15.609
H 4.368 -10.848 7.290
H 1.133 -9.577 14.627
H 7.210 -13.453 12.116
H 5.175 -14.329 17.944
H 3.032 -10.924 15.056
H 4.046 -15.638 17.391
H 5.813 -11.701 6.917
H 8.006 -13.538 10.642
H 6.165 -9.688 12.462
H 5.736 -15.969 17.351
*
```

ΔE to the lowest compared entry with this formula, charge and spin: 7.41 kcal/mol

=====

Record 3
C56H54F6N2O11SSi2 | ωB97M-V with the def2-TZVPD basis set

ORCA input file:
```
! wB97M-V def2-TZVPD RIJCOSX def2/J DEFGRID3
* xyz 0 1
S -8.302 -2.018 -5.193
Si -5.594 -2.852 -2.324
Si -7.553 -1.021 -3.341
F -9.225 -4.422 -2.980
F -8.714 -5.182 -5.003
F -10.360 -3.250 -6.080
F -10.723 -2.397 -4.108
F -10.784 -5.134 -4.322
F -7.585 0.500 -3.708
O -0.063 -3.875 2.270
O -8.816 -0.961 -6.025
O 7.486 10.845 -0.395
O 6.894 -2.151 0.987
O 6.434 3.149 1.581
O -9.449 0.146 -0.042
O -2.264 0.805 -0.037
O 3.778 -4.092 5.985
O -7.314 -2.809 -5.869
O 6.678 6.401 -3.267
O -6.007 -1.365 -2.988
N -6.293 -4.162 -3.225
N -5.957 -2.961 -0.626
C 8.303 -0.527 -0.803
C -3.723 -2.964 -2.491
C 5.776 1.011 2.319
C -3.381 1.094 0.773
C 2.154 -4.480 2.789
C -8.349 -0.294 -0.796
C -1.870 -1.351 -1.836
C -2.990 -2.252 -1.325
C 7.466 11.097 -3.178
C -0.020 -2.789 7.140
C -1.511 -0.300 0.427
C 1.245 -3.242 6.807
C -0.863 -1.019 -0.742
C -9.589 -4.483 -4.276
C 7.295 9.879 -2.535
C 6.515 1.944 1.428
C 7.352 1.370 0.340
C -5.817 -4.324 -0.063
C -8.758 -1.241 -1.945
C 4.677 -5.434 2.130
C 2.411 -4.931 1.500
C 6.944 7.352 -1.128
C 4.961 1.527 3.318
C 6.855 6.056 0.897
C 0.532 -3.526 4.521
C -11.416 -1.259 0.119
C 7.122 8.777 -4.672
C 8.953 0.331 -1.674
C 4.426 -4.992 3.418
C 7.309 9.991 -5.308
C 6.777 6.133 -0.484
C 2.898 -4.075 5.149
C 7.492 -0.013 0.200
C 3.163 -4.521 3.754
C -10.075 -0.881 0.724
C 4.243 0.671 4.135
C 5.157 -1.225 2.970
C 0.801 -3.953 3.118
C 7.257 8.431 1.005
C 6.769 -0.950 1.104
C 5.882 -0.372 2.152
C 7.109 8.716 -3.284
C -0.731 -3.056 4.857
C -9.831 -3.070 -4.854
C -5.138 -4.333 1.293
C 7.102 7.209 1.638
C -1.005 -2.688 6.163
C 6.890 7.402 -2.615
C 7.473 11.153 -4.561
C 8.797 1.707 -1.547
C 1.527 -3.607 5.497
C 7.174 8.509 -0.379
C 7.329 9.832 -1.044
C 3.668 -5.410 1.174
C 4.337 -0.706 3.957
C 8.004 2.225 -0.539
H 6.728 5.095 1.388
H 7.610 12.103 -5.061
H -11.949 -0.342 -0.102
H -4.274 0.598 0.392
H 5.230 -2.296 2.834
H -5.667 -3.730 2.021
H -2.552 -2.961 -0.626
H 7.598 11.997 -2.594
H -3.394 -3.997 -2.542
H 9.581 -0.072 -2.457
H -5.645 -4.527 -3.905
H 2.016 -3.317 7.561
H 6.989 7.872 -5.248
H 5.211 -5.013 4.161
H -0.740 0.060 1.113
H -0.038 -0.426 -1.125
H -0.240 -2.511 8.162
H -1.991 -2.326 6.425
H -9.404 -1.739 0.764
H -5.256 -4.981 -0.724
H -6.894 -2.653 -0.403
H 8.418 -1.597 -0.901
H -0.437 -1.943 -0.347
H -3.215 0.761 1.797
H -3.684 -1.614 -0.788
H 7.325 10.036 -6.389
H -5.109 -5.360 1.648
H -1.495 -2.984 4.096
H 7.172 7.151 2.717
H -3.465 -2.416 -3.395
H -4.113 -4.002 1.168
H -12.000 -1.850 0.818
H -2.243 -0.424 -2.261
H -3.561 2.163 0.796
H -7.923 0.612 -1.215
H 1.626 -4.907 0.758
H -1.310 -1.851 -2.625
H -7.578 -0.730 -0.158
H -10.239 -0.522 1.734
H 9.298 2.375 -2.235
H 3.768 -1.373 4.593
H -11.277 -1.855 -0.775
H -2.143 -1.004 0.971
H 7.886 3.294 -0.435
H 6.587 5.243 -1.069
H 5.661 -5.801 1.870
H -8.858 -2.273 -1.619
H 3.606 1.074 4.911
H 3.865 -5.763 0.171
H -6.808 -4.774 -0.002
H -9.716 -0.865 -2.293
H 7.445 9.326 1.581
H -6.636 -4.906 -2.636
H 4.887 2.597 3.450
*
```

=====

| no. | E_LUMO (eV) | E_HOMO (eV) |
| --- | --- | --- |
| 1 | 2.076 | -3.80 |
| 2 | -3.836 | -9.75 |
| 3 | -1.246 | -9.58 |